No. 1
DFT (the ωB97M-V functional and the def2-TZVPD basis) results for a structure of composition C20H23N5O2SSe2Te2V.

CARTESIAN COORDINATES (ANGSTROEM)
V (-1.7602, 0.1314, 1.5498)
O (-2.6714, -0.4168, -0.1065)
C (-2.5333, -1.4193, -0.9060)
C (-3.0359, -1.3096, -2.2282)
C (-2.8736, -2.3136, -3.1493)
C (-2.2087, -3.5011, -2.8081)
C (-1.7435, -3.6443, -1.5201)
C (-1.9039, -2.6409, -0.5573)
C (-1.3948, -2.8337, 0.7929)
N (-1.2335, -1.9076, 1.7274)
C (-0.7130, -2.5233, 2.8425)
C (-0.5603, -3.8443, 2.5895)
N (-0.9877, -4.0279, 1.2864)
H (-3.5523, -0.3878, -2.4651)
H (-3.2639, -2.1855, -4.1524)
H (-2.0653, -4.2884, -3.5358)
H (-1.2150, -4.5564, -1.2601)
H (-0.4939, -1.9579, 3.7315)
H (-0.2027, -4.6565, 3.1952)
H (-1.0842, -4.9062, 0.8133)
Se (-3.3546, 0.0892, 3.4933)
Te (-5.1494, -1.1841, 2.4415)
Te (-5.2708, 1.7779, 0.4922)
Se (-3.3220, 2.1829, 1.8928)
S (-0.2106, 1.2134, 3.1931)
C (1.3918, 0.9702, 2.5449)
C (2.3744, 1.9617, 2.7555)
C (3.6348, 1.8062, 2.2333)
C (3.9287, 0.6616, 1.4917)
C (2.9127, -0.2624, 1.3375)
N (1.6867, -0.1313, 1.8393)
H (2.1039, 2.8424, 3.3230)
H (4.3886, 2.5694, 2.3911)
H (4.9060, 0.4930, 1.0600)
H (3.0873, -1.1759, 0.7726)
C (-0.2011, 3.7445, 0.1049)
N (0.6219, 2.8296, -0.6654)
C (1.4821, 3.4222, -1.6698)
C (2.5658, 2.4490, -2.0836)
C (1.9228, 1.1364, -2.4793)
N (1.0924, 0.6521, -1.3954)
C (0.7961, -0.7689, -1.3632)
C (0.3712, 1.4962, -0.6018)
O (-0.4585, 1.0497, 0.1919)
H (0.4430, 4.4934, 0.5706)
H (-0.7288, 3.2013, 0.8837)
H (-0.9331, 4.2446, -0.5359)
H (1.9199, 4.3249, -1.2380)
H (0.8909, 3.7343, -2.5420)
H (3.2417, 2.2767, -1.2426)
H (3.1430, 2.8577, -2.9142)
H (2.6823, 0.3780, -2.6789)
H (1.3327, 1.2571, -3.3987)
H (1.7209, -1.3172, -1.5548)
H (0.0498, -1.0499, -2.1124)
H (0.4347, -1.0365, -0.3762)

Properties
E_tot, a.u.: -7881.524788
E_LUMO (spin up / spin down), eV: 2.3 / 2.3
ΔE to the lowest compared entry with this formula, charge and spin, kcal/mol: 38.7
Maximum force, eV/A: 0.6
Highest occupied orbital energy (spin up / spin down), eV: -3.07 / -3.03
Multiplicity: 3
<S²>: 2.04
Orbital gap (spin up / spin down), eV: 5.395 / 5.350
Total charge: -1

No. 2
DFT (the ωB97M-V functional and the def2-TZVPD basis) results for a structure of composition C20H23N5O6S2ScSi in a non-equilibrium geometry.

CARTESIAN COORDINATES (ANGSTROEM)
Sc (0.6112, -0.5578, -1.2116)
N (1.7285, -3.6808, -1.3356)
C (0.8231, -3.3621, -2.3094)
C (0.9621, -3.9533, -3.5842)
C (0.0082, -3.7136, -4.5259)
C (-1.0979, -2.9037, -4.2140)
C (-1.1394, -2.3519, -2.9706)
N (-0.1973, -2.5620, -2.0185)
C (1.8856, -3.2333, -0.0002)
C (2.6044, -4.0634, 0.8263)
C (2.7760, -3.6551, 2.1556)
C (2.2258, -2.4948, 2.6059)
C (1.5184, -1.6703, 1.6884)
N (1.3537, -2.0629, 0.3890)
H (2.5370, -4.1732, -1.6793)
H (1.8369, -4.5515, -3.8005)
H (0.1092, -4.1434, -5.5147)
H (-1.8768, -2.6960, -4.9321)
H (-1.9522, -1.7024, -2.6678)
H (2.9894, -5.0006, 0.4505)
H (3.3402, -4.2791, 2.8389)
H (2.3266, -2.1441, 3.6221)
H (0.5737, 0.0931, 1.3694)
O (-1.2921, 0.1131, -0.6717)
C (-0.5116, 1.1120, -0.3930)
O (1.0831, 1.5084, 3.7975)
S (0.6670, 0.0280, 3.7739)
N (1.0088, -0.4979, 2.0687)
O (2.5222, -0.0095, -1.3922)
S (2.5092, -0.2315, -2.9118)
O (3.1791, 0.8137, -3.6201)
O (0.9772, -0.1797, -3.1321)
O (2.9654, -1.5799, -3.1866)
C (-3.8927, 1.3241, -0.4780)
Si (-2.7392, 1.5007, 0.9681)
C (-2.6496, 0.0289, 2.0695)
C (-3.5519, 2.8287, 2.0134)
N (-1.0688, 2.0330, 0.4062)
C (-0.2048, 3.1245, 0.8171)
C (-0.7182, 4.2219, 1.4913)
C (0.1163, 5.2529, 1.9020)
C (1.4731, 5.2110, 1.6363)
C (1.9830, 4.1209, 0.9447)
C (1.1590, 3.0864, 0.5355)
H (-4.9212, 1.3659, -0.1081)
H (-3.7482, 0.3980, -1.0320)
H (-3.7529, 2.1602, -1.1697)
H (-3.6734, -0.2362, 2.3548)
H (-2.0844, 0.2801, 2.9726)
H (-2.1819, -0.8410, 1.6119)
H (-4.5537, 2.4490, 2.2449)
H (-3.6842, 3.7791, 1.4936)
H (-3.0377, 3.0047, 2.9606)
H (-1.7680, 4.2862, 1.7103)
H (-0.3104, 6.0888, 2.4432)
H (2.1257, 6.0070, 1.9709)
H (3.0411, 4.0586, 0.7255)
H (1.5883, 2.2524, 0.0010)

Properties
E_tot, a.u.: -3348.044095
E_LUMO, eV: 2.4
ΔE to the lowest compared entry with this formula, charge and spin, kcal/mol: 38.0
Maximum force, eV/A: 1.4
Highest occupied orbital energy, eV: -3.11
Orbital gap, eV: 5.504
Total charge: -1

No. 3
DFT (the ωB97M-V functional and the def2-TZVPD basis) results for a structure of composition C20H23N5OPd.

CARTESIAN COORDINATES (ANGSTROEM)
Pd (-0.0158, -0.4666, -0.2848)
C (-0.8556, 2.3194, 0.7027)
N (-0.3130, 1.8168, -0.5977)
C (0.9813, 2.4687, -0.9746)
C (2.1644, 1.5487, -0.8965)
C (3.4547, 2.0326, -1.0110)
C (4.5074, 1.1375, -1.1417)
C (4.2397, -0.2275, -1.1649)
C (2.9409, -0.6575, -1.0092)
N (1.9323, 0.2278, -0.8680)
C (-1.3107, 2.0175, -1.6699)
C (-2.4223, 1.0352, -1.6086)
C (-3.7287, 1.3495, -2.1484)
C (-4.7298, 0.4043, -2.1357)
C (-4.4190, -0.8396, -1.5984)
C (-3.0826, -1.0916, -1.0887)
N (-2.1242, -0.1746, -1.0929)
C (-0.3793, 1.5376, 1.8935)
C (-0.2280, 2.1070, 3.1400)
C (0.0537, 1.2858, 4.2300)
C (0.1710, -0.0848, 4.0385)
C (0.0422, -0.5939, 2.7609)
N (-0.2392, 0.2092, 1.7217)
H (-1.9467, 2.2469, 0.6672)
H (-0.6192, 3.3782, 0.8183)
H (1.1421, 3.3610, -0.3691)
H (0.9075, 2.8094, -2.0092)
H (3.6289, 3.1017, -1.0311)
H (5.5227, 1.5009, -1.2419)
H (5.0290, -0.9563, -1.2935)
H (2.6830, -1.7047, -1.0139)
H (-0.8356, 1.8570, -2.6507)
H (-1.6875, 3.0468, -1.6835)
H (-3.8973, 2.3402, -2.5592)
H (-5.7177, 0.6181, -2.5280)
H (-5.1487, -1.6426, -1.5554)
H (-2.8428, -2.0732, -0.6954)
H (-0.3442, 3.1760, 3.2681)
H (0.1775, 1.7153, 5.2165)
H (0.3705, -0.7547, 4.8642)
H (0.1440, -1.6498, 2.5545)
C (-0.0959, -4.6837, -0.2848)
C (0.8079, -3.6378, 0.2684)
N (1.8912, -3.9737, 0.9164)
O (0.5304, -2.3939, 0.0938)
H (0.2315, -5.6871, -0.0229)
H (-0.1180, -4.5875, -1.3722)
H (-1.1055, -4.5300, 0.0973)
H (2.1301, -4.9505, 1.0430)
H (2.5235, -3.2879, 1.3066)

Properties
E_tot, a.u.: -1251.156369
E_LUMO (spin up / spin down), eV: -13.3 / -17.2
ΔE to the lowest compared entry with this formula, charge and spin, kcal/mol: 0.0
Maximum force, eV/A: 0.4
Highest occupied orbital energy (spin up / spin down), eV: -21.58 / -21.57
Multiplicity: 5
<S²>: 6.03
Orbital gap (spin up / spin down), eV: 8.247 / 4.359
Total charge: +4